i.
Density functional theory data (ωB97M-V/def2-TZVPD) for a 2-piece molecular cluster, C2H7N2S overall.

The total charge is -1. As for the spin multiplicity: 1. The calculation puts the LUMO energy at 4.2 eV.

```
12
C2H7N2S | OMol25 | ωB97M-V/def2-TZVPD
C -1.702 0.647 -1.203
S -2.345 0.088 0.432
H -0.696 1.040 -1.068
H -1.769 -0.214 -1.863
H -2.361 1.429 -1.580
N 0.607 -0.280 1.336
C 1.373 -0.871 0.385
N 2.528 -0.517 -0.040
H 1.076 0.339 1.973
H -0.445 -0.261 1.340
H 0.991 -1.836 0.048
H 2.741 0.435 0.240
```

***

ii.
Density functional theory data (ωB97M-V/def2-TZVPD) for a 2-piece molecular cluster, C2H7N2S overall.

The total charge is -1. As for the spin multiplicity: 1. The calculation puts the LUMO energy at 4.4 eV.

```
12
C2H7N2S | OMol25 | ωB97M-V/def2-TZVPD
C -2.366 0.107 -1.862
S -0.594 -0.335 -1.585
H -2.681 -0.248 -2.841
H -2.639 1.161 -1.882
H -2.859 -0.370 -1.016
N 0.928 0.416 1.004
C 1.724 -0.496 1.650
N 2.931 -0.327 2.018
H 1.173 0.858 0.121
H 0.082 -0.007 0.563
H 1.199 -1.441 1.753
H 3.101 0.682 2.075
```

***

iii.
Density functional theory data (ωB97M-V/def2-TZVPD) for a 2-piece molecular cluster, C2H7N2S overall.

The total charge is -1. As for the spin multiplicity: 1. The calculation puts the LUMO energy at 4.1 eV.

```
12
C2H7N2S | OMol25 | ωB97M-V/def2-TZVPD
C -0.753 2.149 0.919
S -1.848 0.637 0.778
H -1.036 2.870 1.689
H -0.727 2.590 -0.077
H 0.198 1.787 1.336
N 0.155 -1.669 0.090
C 0.830 -0.954 -0.857
N 1.519 -1.469 -1.818
H -0.166 -2.557 -0.256
H -0.527 -1.078 0.630
H 0.553 0.107 -0.872
H 1.804 -2.415 -1.563
```

***

Most stable: i (next structure +0.0056 hartree)

***

i.
Density functional theory data (ωB97M-V/def2-TZVPD) for a 2-piece molecular cluster, C2H7N2S overall.

The total charge is -1. As for the spin multiplicity: 1. The calculation puts the LUMO energy at 4.2 eV.

```
12
C2H7N2S | OMol25 | ωB97M-V/def2-TZVPD
C -1.230 -1.657 2.304
S -1.660 0.082 1.534
H -0.205 -1.826 1.953
H -2.070 -2.330 2.189
H -1.162 -1.308 3.338
N 0.203 0.607 -1.117
C 1.296 1.347 -1.439
N 1.879 1.370 -2.601
H -0.110 0.117 -1.937
H -0.243 0.800 -0.214
H 1.331 2.339 -0.962
H 1.971 0.459 -3.048
```

***

ii.
Density functional theory data (ωB97M-V/def2-TZVPD) for a 2-piece molecular cluster, C2H7N2S overall.

The total charge is -1. As for the spin multiplicity: 1. The calculation puts the LUMO energy at 4.1 eV.

```
12
C2H7N2S | OMol25 | ωB97M-V/def2-TZVPD
C -1.032 1.396 1.843
S -1.312 -0.218 1.160
H -1.505 2.125 1.148
H -0.078 1.881 2.257
H -1.677 1.190 2.731
N 1.261 0.050 -0.444
C 1.118 -0.746 -1.477
N 1.535 -0.523 -2.651
H 1.435 1.004 -0.816
H 0.529 -0.285 0.259
H 0.570 -1.624 -1.460
H 1.642 -1.382 -3.216
```

***

Most stable: i (next structure +0.0035 hartree)

***

i.
Density functional theory data (ωB97M-V/def2-TZVPD) for an isolated ion of composition C8H9O2 and charge -1.

The total charge is -1. As for the spin multiplicity: 1. As for the structure (SMILES): O=C1C=C([O-])C12CCCC2. The calculation puts the LUMO energy at 3.9 eV.

```
19
C8H9O2 | OMol25 | ωB97M-V/def2-TZVPD
O -1.919 -2.167 -0.075
C -1.932 -0.971 -0.085
C -2.642 0.228 -0.221
C -1.602 1.120 0.098
O -1.430 2.338 0.240
C -0.491 0.152 0.101
C 0.327 0.015 -1.104
C 1.776 0.129 -0.629
C 1.670 -0.588 0.690
C 0.482 0.033 1.277
H -3.636 0.441 -0.415
H 0.045 0.821 -1.851
H 0.014 -0.829 -1.668
H 1.940 1.166 -0.349
H 2.552 -0.217 -1.270
H 1.551 -1.658 0.412
H 2.604 -0.477 1.309
H -0.138 -0.502 1.961
H 0.828 0.966 1.578
```

***

ii.
Density functional theory data (ωB97M-V/def2-TZVPD) for an isolated ion of composition C8H9O2 and charge -1.

The total charge is -1. As for the spin multiplicity: 1. As for the structure (SMILES): C[C@@]12C[C@@H]1CC([O-])=CC2=O. The calculation puts the LUMO energy at 3.8 eV.

```
19
C8H9O2 | OMol25 | ωB97M-V/def2-TZVPD
C 1.597 -1.051 -0.514
C 0.089 -0.529 -0.356
C -0.649 -0.792 0.818
C -0.039 0.561 0.635
C -0.862 1.732 0.303
C -2.018 1.388 -0.678
O -3.068 1.999 -0.548
C -1.661 0.553 -1.743
C -0.584 -0.346 -1.670
O -0.319 -1.077 -2.740
H 1.887 -0.830 0.497
H 2.067 -0.241 -1.228
H 1.504 -2.062 -0.963
H -0.194 -1.474 1.521
H -1.811 -0.940 0.661
H 0.875 0.806 1.197
H -0.258 2.514 -0.200
H -1.331 2.302 1.148
H -2.319 0.400 -2.670
```

***

Most stable: ii (next structure +0.0031 hartree)

***

i.
Density functional theory data (ωB97M-V/def2-TZVPD) for an isolated ion of composition C4H5O2S and charge -1.

The total charge is -1. As for the spin multiplicity: 1. The calculation puts the LUMO energy at 3.7 eV.

```
12
C4H5O2S | OMol25 | ωB97M-V/def2-TZVPD
C 0.239 -0.549 -0.605
C 1.440 -0.504 -0.742
C -1.625 0.595 0.430
C -1.264 -0.609 -0.413
O 3.516 -0.823 0.965
O 3.186 1.470 -0.030
S 3.286 0.004 -0.248
H -2.503 0.433 0.995
H -1.828 1.410 -0.270
H -0.902 0.938 1.048
H -1.839 -0.884 -1.328
H -1.707 -1.479 0.198
```

***

ii.
Density functional theory data (ωB97M-V/def2-TZVPD) for C4H5O2S as an isolated structure.

The total charge is -1. As for the spin multiplicity: 1. The calculation puts the LUMO energy at 4.1 eV.

```
12
C4H5O2S | OMol25 | ωB97M-V/def2-TZVPD
C -1.288 1.078 0.446
C -0.172 1.330 -0.281
C -0.513 -0.071 1.115
C 0.525 0.085 0.004
O 1.633 -0.985 -2.224
O 0.756 -2.596 -0.611
S 0.498 -1.375 -1.410
H -2.034 1.730 0.678
H -0.002 2.060 -1.021
H 0.019 -0.085 2.038
H -1.129 -0.980 1.140
H 1.709 -0.190 0.125
```

***

Most stable: i (next structure +0.0020 hartree)

***

i.
Density functional theory data (ωB97M-V/def2-TZVPD) for a 8-piece molecular cluster, C24H69N5O8 overall.

As for the spin multiplicity: 1. As for the structure (SMILES): COC[C@H](C)N.COC[C@H](C)N.COC[C@H](C)N.COC[C@H](C)N.COC[C@H](C)N.CCO.CCO.O. The calculation puts the LUMO energy at 0.7 eV.

```
106
C24H69N5O8 | OMol25 | ωB97M-V/def2-TZVPD
C 5.527 -0.392 -4.718
O 5.346 -0.567 -3.330
C 4.022 -0.441 -2.852
C 3.009 -1.482 -3.284
C 2.342 -1.296 -4.649
N 1.895 -1.452 -2.337
H 4.871 0.384 -5.124
H 5.281 -1.340 -5.207
H 6.552 -0.153 -4.998
H 4.176 -0.527 -1.771
H 3.684 0.597 -2.960
H 3.511 -2.456 -3.229
H 3.136 -1.224 -5.404
H 1.814 -0.375 -4.911
H 1.689 -2.097 -5.000
H 2.239 -1.804 -1.447
H 1.096 -2.012 -2.595
C 1.374 -5.292 2.392
O 1.419 -3.994 2.945
C 2.644 -3.312 2.763
C 2.617 -2.490 1.477
C 4.015 -1.853 1.192
N 1.635 -1.406 1.429
H 1.975 -5.982 2.992
H 1.821 -5.307 1.391
H 0.365 -5.680 2.275
H 2.663 -2.613 3.606
H 3.519 -3.957 2.882
H 2.493 -3.150 0.611
H 4.608 -1.708 2.098
H 3.990 -0.951 0.587
H 4.598 -2.522 0.546
H 2.118 -0.538 1.158
H 1.378 -1.027 2.346
C -2.573 3.187 3.747
O -2.004 3.191 2.441
C -2.610 4.212 1.603
C -1.654 4.537 0.452
C -1.480 3.336 -0.508
N -0.365 5.024 0.906
H -2.239 2.284 4.263
H -3.649 3.047 3.611
H -2.201 4.039 4.317
H -3.516 3.720 1.243
H -2.826 5.093 2.211
H -2.114 5.317 -0.169
H -1.079 2.507 0.077
H -0.773 3.561 -1.312
H -2.395 3.122 -1.064
H -0.112 4.343 1.609
H 0.259 4.952 0.114
C 3.098 2.331 0.429
O 2.644 1.252 1.228
C 2.640 1.601 2.617
C 1.311 2.097 3.180
C 1.224 2.126 4.707
N 0.172 1.319 2.678
H 3.143 1.917 -0.576
H 4.102 2.691 0.686
H 2.472 3.214 0.574
H 2.880 0.700 3.191
H 3.418 2.338 2.822
H 1.061 3.076 2.769
H 1.428 1.092 4.999
H 0.187 2.272 5.012
H 1.770 2.899 5.246
H -0.670 1.901 2.550
H 0.429 0.902 1.792
C -1.278 -1.485 -6.609
O -2.198 -1.568 -5.558
C -2.056 -0.562 -4.581
C -3.095 -0.721 -3.467
C -4.519 -0.805 -4.004
N -3.014 0.253 -2.384
H -0.319 -1.024 -6.350
H -1.622 -0.959 -7.505
H -1.033 -2.503 -6.919
H -1.079 -0.686 -4.095
H -2.079 0.443 -5.016
H -2.881 -1.703 -3.023
H -5.186 -1.200 -3.234
H -4.561 -1.381 -4.927
H -4.984 0.164 -4.216
H -2.325 0.009 -1.680
H -3.884 0.190 -1.864
C -3.053 -2.789 4.068
C -1.535 -2.909 3.994
O -1.031 -2.151 2.945
H -3.272 -1.747 4.316
H -3.558 -3.380 4.837
H -3.559 -3.101 3.155
H -1.361 -3.997 3.981
H -1.017 -2.693 4.938
H -0.284 -2.550 2.487
C -3.401 0.595 1.011
C -4.612 1.403 0.632
O -5.297 0.684 -0.409
H -2.572 0.820 0.342
H -3.584 -0.453 0.758
H -3.104 0.610 2.057
H -4.424 2.429 0.293
H -5.353 1.622 1.412
H -5.793 1.299 -0.957
O -0.542 -0.261 -0.329
H -0.146 -0.845 0.338
H 0.212 0.170 -0.750
```

***

ii.
Density functional theory data (ωB97M-V/def2-TZVPD) for a 8-piece molecular cluster, C24H69N5O8 overall.

As for the spin multiplicity: 1. As for the structure (SMILES): COC[C@H](C)N.COC[C@H](C)N.COC[C@H](C)N.COC[C@H](C)N.COC[C@H](C)N.CCO.CCO.O. The calculation puts the LUMO energy at 0.5 eV.

```
106
C24H69N5O8 | OMol25 | ωB97M-V/def2-TZVPD
C -6.925 6.284 -2.127
O -5.994 6.192 -1.017
C -5.293 4.929 -0.882
C -4.609 4.796 0.481
C -3.739 3.550 0.594
N -5.616 4.666 1.512
H -7.136 7.305 -2.445
H -7.847 5.782 -1.834
H -6.500 5.699 -2.942
H -6.103 4.199 -0.870
H -4.722 4.655 -1.769
H -4.004 5.654 0.772
H -4.358 2.666 0.747
H -3.029 3.723 1.403
H -3.167 3.457 -0.330
H -5.435 5.303 2.275
H -6.523 5.044 1.275
C 3.946 -2.329 7.600
O 2.843 -1.569 7.310
C 1.751 -2.196 6.657
C 2.055 -2.376 5.151
C 1.974 -1.142 4.345
N 1.016 -3.197 4.677
H 4.662 -2.466 6.790
H 3.792 -3.233 8.188
H 4.507 -1.771 8.350
H 1.512 -3.162 7.100
H 0.935 -1.498 6.843
H 2.980 -2.952 5.120
H 2.863 -0.605 4.676
H 1.135 -0.534 4.683
H 1.968 -1.207 3.257
H 0.987 -3.190 3.668
H 1.155 -4.186 4.823
C 3.524 0.739 0.915
O 3.273 -0.397 0.117
C 3.574 -1.724 0.511
C 3.222 -2.730 -0.608
C 3.812 -2.451 -1.997
N 1.830 -2.858 -0.862
H 3.207 0.693 1.957
H 3.112 1.665 0.514
H 4.600 0.907 0.955
H 4.644 -1.679 0.713
H 2.992 -2.021 1.383
H 3.711 -3.637 -0.254
H 3.514 -3.283 -2.636
H 4.897 -2.482 -2.100
H 3.424 -1.589 -2.540
H 1.783 -3.524 -1.620
H 1.480 -1.975 -1.206
C -1.266 -3.084 -3.678
O -0.207 -4.070 -3.985
C 1.031 -3.450 -4.386
C 1.089 -3.114 -5.890
C 1.070 -4.265 -6.949
N 2.193 -2.271 -6.255
H -1.556 -2.617 -4.619
H -1.114 -2.318 -2.918
H -2.146 -3.596 -3.289
H 1.252 -2.605 -3.734
H 1.834 -4.120 -4.078
H 0.175 -2.611 -6.207
H 1.280 -3.937 -7.967
H 0.124 -4.753 -7.183
H 1.764 -5.035 -6.612
H 2.108 -1.446 -5.678
H 2.171 -1.926 -7.204
C -0.764 1.144 2.417
O -0.658 1.460 1.001
C 0.061 0.490 0.247
C 0.218 0.811 -1.242
C -1.096 0.938 -2.035
N 1.085 -0.068 -1.950
H -1.434 1.899 2.829
H 0.177 1.018 2.952
H -1.368 0.236 2.408
H 1.051 0.440 0.700
H -0.340 -0.504 0.443
H 0.813 1.724 -1.223
H -1.849 0.242 -1.666
H -0.928 1.024 -3.109
H -1.673 1.771 -1.634
H 1.291 0.258 -2.883
H 1.975 -0.049 -1.473
C 4.071 4.636 -2.394
C 2.791 5.080 -1.683
O 1.965 5.700 -2.651
H 4.056 4.324 -3.439
H 4.383 3.817 -1.747
H 4.780 5.433 -2.169
H 2.975 5.807 -0.892
H 2.395 4.266 -1.077
H 1.077 5.976 -2.413
C -3.360 -3.538 1.015
C -2.899 -2.238 1.602
O -3.938 -1.652 2.376
H -4.225 -3.420 0.362
H -3.548 -4.271 1.800
H -2.585 -3.903 0.341
H -2.334 -1.658 0.873
H -2.184 -2.532 2.370
H -4.059 -2.075 3.229
O -3.552 0.827 4.298
H -4.112 1.593 4.174
H -3.744 0.265 3.548
```

***

Most stable: i (next structure +0.0915 hartree)

***

i.
Density functional theory data (ωB97M-V/def2-TZVPD) for an isolated ion of composition H2N2O4P and charge -1.

The total charge is -1. As for the spin multiplicity: 1. The calculation puts the LUMO energy at 4.1 eV.

```
9
H2N2O4P | OMol25 | ωB97M-V/def2-TZVPD
N -1.012 0.342 0.294
N 1.552 -0.653 -0.257
O -2.328 0.180 1.011
O 2.662 -0.854 0.292
O 0.882 -1.494 -0.839
O 0.976 1.744 -0.938
P 0.938 1.015 0.302
H -2.407 -0.754 0.756
H -1.263 0.475 -0.621
```

***

ii.
Density functional theory data (ωB97M-V/def2-TZVPD) for an isolated ion of composition H2N2O4P and charge -1.

The total charge is -1. As for the spin multiplicity: 1. As for the structure (SMILES): N[P@](=O)([O-])[N+](=O)[O-]. The calculation puts the LUMO energy at 4.2 eV.

```
9
H2N2O4P | OMol25 | ωB97M-V/def2-TZVPD
N 0.188 0.270 -0.220
P -0.967 -0.431 -1.275
O -1.536 -1.883 -0.536
O -0.591 -0.347 -2.692
N -2.385 0.742 -1.012
O -2.490 1.109 0.138
O -3.151 1.135 -1.900
H 0.528 -0.433 0.578
H 0.956 0.620 -0.704
```

***

Most stable: ii (next structure +0.1462 hartree)

***

i.
Density functional theory data (ωB97M-V/def2-TZVPD) for one molecule with the formula C12H15NS.

As for the spin multiplicity: 1. As for the structure (SMILES): CC(C)[C@]1(C#N)c2cscc2C[C@@H]1C. The calculation puts the LUMO energy at 0.7 eV.

```
29
C12H15NS | OMol25 | ωB97M-V/def2-TZVPD
C -0.889 2.307 -0.876
C -1.180 0.783 -0.627
C -0.813 0.097 -1.906
C -0.113 0.587 0.496
C -0.232 1.528 1.533
N -0.519 2.069 2.504
C 1.325 0.239 0.132
C 2.314 1.019 -0.310
S 3.815 0.144 -0.468
C 3.002 -1.359 -0.025
C 1.760 -1.077 0.452
C 0.619 -1.957 0.900
C -0.458 -0.991 1.416
C -1.818 -1.482 1.036
H 0.102 2.508 -1.136
H -1.259 2.995 0.034
H -1.487 2.579 -1.827
H -2.161 0.733 -0.394
H 0.244 0.320 -2.268
H -1.547 0.532 -2.759
H -0.801 -0.916 -1.763
H 2.403 2.059 -0.671
H 3.659 -2.170 -0.131
H 0.133 -2.518 -0.039
H 1.040 -2.629 1.556
H -0.465 -0.563 2.357
H -1.793 -2.176 0.269
H -2.428 -0.718 0.708
H -2.452 -1.942 1.807
```

***

ii.
Density functional theory data (ωB97M-V/def2-TZVPD) for one molecule with the formula C12H15NS.

As for the spin multiplicity: 1. As for the structure (SMILES): CN1c2ccccc2[C@@]2(C)CCS[C@@H]12. The calculation puts the LUMO energy at 0.8 eV.

```
29
C12H15NS | OMol25 | ωB97M-V/def2-TZVPD
C 0.815 -2.731 -0.628
N 0.499 -1.383 -0.260
C -0.728 -0.897 0.043
C -1.877 -1.587 0.147
C -3.020 -0.854 0.356
C -3.082 0.530 0.584
C -1.869 1.224 0.531
C -0.743 0.507 0.226
C 0.611 0.963 -0.236
C 0.439 1.316 -1.677
C 1.400 1.862 0.622
C 2.049 0.922 1.627
S 2.754 -0.533 0.838
C 1.467 -0.451 -0.383
H 0.856 -2.914 -1.697
H 1.819 -2.868 -0.176
H 0.181 -3.443 -0.132
H -1.926 -2.642 -0.172
H -4.002 -1.340 0.482
H -4.042 1.159 0.895
H -1.811 2.306 0.519
H 0.274 2.397 -1.674
H -0.427 0.785 -1.981
H 1.307 1.005 -2.337
H 0.819 2.629 1.117
H 2.145 2.457 0.006
H 2.848 1.348 2.267
H 1.245 0.820 2.494
H 1.999 -0.587 -1.399
```

***

Most stable: ii (next structure +0.0689 hartree)